Run A
Density functional theory data (the ωB97M-V functional and the def2-TZVPD basis) for an isolated molecule of C4H4F2.

```
10
Properties=species:S:1:pos:R:3
C -1.80791 0.60061 1.69167
C -1.37208 -0.03618 0.77958
C -0.96076 -0.60486 -0.44748
C 0.53305 -0.51518 -0.76186
F -1.30256 -1.89817 -0.57456
F -1.71242 0.01300 -1.43060
H -2.13460 1.03824 2.60869
H 1.09871 -1.42955 -0.39912
H 1.00219 0.34382 -0.22544
H 0.75780 -0.38043 -1.83624
```

spin multiplicity: 1
SMILES: C#CC(C)(F)F
total charge: 0
Kohn-Sham gap: 12.10 eV

Mulliken population analysis, charges in e, atoms 1 to 4:
1 C 0.187
2 C -1.002
3 C 1.179
4 C -1.211

Run B
Density functional theory data (the ωB97M-V functional and the def2-TZVPD basis) for an isolated molecule of C4H4F2.

```
10
Properties=species:S:1:pos:R:3
C -0.34132 -0.17835 2.18916
C -0.24948 0.28307 1.09946
C -0.12502 0.69973 -0.29256
C 0.47201 -0.38646 -1.05731
F -0.44120 -1.40722 -0.89015
F 0.43261 -0.02615 -2.35868
H -0.39438 -0.64013 3.14616
H 0.31915 1.67704 -0.41862
H -1.12919 0.74551 -0.66723
H 1.45682 -0.76703 -0.75022
```

spin multiplicity: 1
SMILES: C#CCC(F)F
total charge: 0
Kohn-Sham gap: 11.51 eV

Mulliken population analysis, charges in e, atoms 1 to 4:
1 C 0.176
2 C -0.474
3 C -0.750
4 C 0.264

Which one is most stable, and which one is least stable? run B is the most stable of them, while run A is the least stable.

Run A
Density functional theory data (the ωB97M-V functional and the def2-TZVPD basis) for an isolated molecule of C3H8N4S.

```
16
Properties=species:S:1:pos:R:3
C -2.50963 0.11415 -0.17822
C -1.94675 -1.19499 -0.04049
N -0.69396 -1.54197 0.19683
N 0.22340 -0.47637 0.22036
C 1.60213 -0.76180 0.01342
S 2.06328 -2.31571 -0.06251
N 2.32192 0.39580 -0.22980
N 1.80988 1.67367 0.07184
H -2.25405 0.70245 0.69094
H -2.05030 0.56282 -1.01976
H -3.61848 -0.05097 -0.24501
H -2.65950 -2.01899 0.10833
H -0.15442 0.48750 -0.03172
H 3.34334 0.23325 -0.12009
H 2.16588 1.80747 1.15798
H 2.35726 2.38367 -0.53211
```

spin multiplicity: 1
SMILES: C/C=N\NC(=S)NN
total charge: 0
Kohn-Sham gap: 8.53 eV

Mulliken population analysis, charges in e, atoms 1 to 4:
1 C -1.119
2 C 0.136
3 N -0.724
4 N 0.154

Run B
Density functional theory data (the ωB97M-V functional and the def2-TZVPD basis) for an isolated molecule of C3H8N4S.

```
16
Properties=species:S:1:pos:R:3
H 0.59506 2.56241 -0.29494
N 1.26296 1.84102 -0.70563
C 1.14553 0.72804 -0.09122
C 0.05916 0.39458 0.92078
C -1.17801 -0.18945 0.30012
N -2.23262 0.52405 0.25615
S -3.58356 -0.22663 -0.44190
N 2.02330 -0.32803 -0.38394
N 1.49067 -1.61320 -0.14506
H 0.45594 -0.29531 1.68040
H -0.26323 1.31231 1.43798
H -1.18009 -1.24286 -0.02187
H -4.37675 0.81235 -0.39497
H 2.59024 -0.13769 -1.23028
H 0.94233 -1.94692 -0.95126
H 2.24907 -2.19469 0.06564
```

spin multiplicity: 1
SMILES: [H]/N=C(\C/C=N/S)NN
total charge: 0
Kohn-Sham gap: 9.70 eV

Mulliken population analysis, charges in e, atoms 1 to 4:
1 H 0.263
2 N -0.769
3 C 0.515
4 C -0.697

Run C
Density functional theory data (the ωB97M-V functional and the def2-TZVPD basis) for an isolated molecule of C3H8N4S.

```
16
Properties=species:S:1:pos:R:3
H 1.68694 1.82445 0.15031
N 2.62215 1.26419 0.06580
C 2.23129 0.07794 0.04820
N 3.02191 -1.08515 0.01256
S 0.50952 -0.45806 0.06752
C -0.67049 0.77476 -0.00836
N -0.42389 2.03903 -0.02916
H -1.30992 2.52927 -0.16425
N -2.02136 0.24726 0.03851
C -2.39053 -1.18867 0.02007
H 4.15295 -0.85250 0.30840
H 2.68168 -1.62164 -0.82415
H -2.59534 1.06511 0.05152
H -3.49996 -1.19817 -0.10289
H -1.76919 -1.82186 -0.68331
H -2.22578 -1.59595 1.04924
```

spin multiplicity: 1
SMILES: [H]/N=C(/N)S/C(=N/[H])NC
total charge: 0
Kohn-Sham gap: 9.75 eV

Mulliken population analysis, charges in e, atoms 1 to 4:
1 H 0.413
2 N -0.676
3 C 0.351
4 N -0.564

Run D
Density functional theory data (the ωB97M-V functional and the def2-TZVPD basis) for an isolated molecule of C3H8N4S.

```
16
Properties=species:S:1:pos:R:3
H -3.49159 -0.90168 0.93946
N -3.42994 -0.67638 -0.03330
C -2.19366 -0.72402 -0.39273
N -0.93743 -0.71334 0.26557
N 0.08063 0.04081 -0.33689
C -0.06825 1.46846 -0.06303
C 1.35343 -0.51703 -0.07178
N 2.46997 0.17191 0.26089
S 3.79497 -0.71190 -0.13303
H -2.22349 -0.80846 -1.50723
H -0.86303 -0.75012 1.35471
H -0.84557 1.77393 -0.78826
H 1.01154 1.74182 -0.41536
H -0.50212 1.76145 1.05059
H 1.35557 -1.58216 0.04487
H 4.48896 0.42672 -0.17449
```

spin multiplicity: 1
SMILES: [H]/N=C\NN(C)/C=N/S
total charge: 0
Kohn-Sham gap: 8.67 eV

Mulliken population analysis, charges in e, atoms 1 to 4:
1 H 0.207
2 N -0.569
3 C -0.012
4 N -0.353

Which one is most stable, and which one is least stable? run C is the most stable of them, while run D is the least stable.

Run A
Density functional theory data (the ωB97M-V functional and the def2-TZVPD basis) for a cluster of 2 separate species, C2H6NO3 in total.

```
12
Properties=species:S:1:pos:R:3
N 0.31606 0.29393 0.89875
C -0.44699 1.31996 0.28445
O 0.34555 2.49053 0.18540
H 0.39124 -0.58274 0.36058
H 1.17035 0.58285 1.36471
H -0.74665 0.99062 -0.71437
H -1.34952 1.51451 0.87531
H -0.18984 3.15888 -0.24338
O 0.29643 -1.28693 -1.21557
C 0.13884 -2.47227 -0.76402
O 0.02960 -2.69896 0.43981
H 0.04492 -3.31038 -1.47166
```

spin multiplicity: 2
total charge: 0
Kohn-Sham gap (spin up / spin down): 10.67 / 5.67 eV
expectation value of S²: 0.759

Mulliken population analysis, charges in e, atoms 1 to 4:
1 N -0.208
2 C -0.133
3 O -0.524
4 H 0.342

Run B
Density functional theory data (the ωB97M-V functional and the def2-TZVPD basis) for a cluster of 2 separate species, C2H6NO3 in total.

```
12
Properties=species:S:1:pos:R:3
C -1.59734 -0.46167 1.62634
O -1.11972 0.86711 1.56686
H -0.80710 -1.17401 1.37821
H -1.92349 -0.64534 2.64769
H -2.46055 -0.61370 0.97302
H -0.61008 0.99647 0.75619
N 1.61339 -0.04516 -2.18729
C 1.12981 0.24619 -0.96744
O 1.31453 -0.53473 0.00087
O 0.44371 1.26408 -0.77004
H 1.58392 0.73199 -2.82993
H 2.43292 -0.63123 -2.19448
```

spin multiplicity: 2
total charge: 0
Kohn-Sham gap (spin up / spin down): 10.13 / 5.97 eV
expectation value of S²: 0.758

Mulliken population analysis, charges in e, atoms 1 to 4:
1 C -0.523
2 O -0.507
3 H 0.226
4 H 0.229

Which one is most stable, and which one is least stable? run B is the most stable of them, while run A is the least stable.

Run A
Density functional theory data (the ωB97M-V functional and the def2-TZVPD basis) for an isolated molecule of C6H5N.

```
12
Properties=species:S:1:pos:R:3
C 0.80991 -1.40369 1.98938
C 0.54910 -0.42358 1.34217
C 0.39996 0.86764 0.71662
N -0.90297 1.41430 0.35185
C -0.00457 1.00229 -0.72520
C -0.30656 -0.17661 -1.51603
C -0.57596 -1.12206 -2.21288
H 0.98889 -2.30951 2.52002
H 1.08962 1.57219 1.17988
H -1.63317 0.71806 0.48107
H 0.38797 1.83421 -1.30723
H -0.80222 -1.97325 -2.81965
```

spin multiplicity: 1
SMILES: C#C[C@@H]1N[C@@H]1C#C
total charge: 0
Kohn-Sham gap: 10.43 eV

Mulliken population analysis, charges in e, atoms 1 to 4:
1 C 0.340
2 C -0.735
3 C -0.210
4 N -0.599

Run B
Density functional theory data (the ωB97M-V functional and the def2-TZVPD basis) for an isolated molecule of C6H5N.

```
12
Properties=species:S:1:pos:R:3
C -0.84852 1.27787 -0.67297
C -1.18193 0.05327 -0.07928
C 1.78044 1.07989 -0.57171
C 0.48383 1.53200 -0.65770
C 1.54229 -0.16015 -0.14564
C -0.12990 -0.74206 0.22465
N -0.26412 -1.90992 0.89453
H -1.69371 1.89135 -1.01038
H -2.23285 -0.13267 0.06085
H 2.77504 1.40391 -0.64184
H -0.80014 -1.89981 1.73423
H 0.56957 -2.39366 0.86527
```

spin multiplicity: 1
total charge: 0
Kohn-Sham gap (spin up / spin down): 7.52 / 7.51 eV

Mulliken population analysis, charges in e, atoms 1 to 4:
1 C -0.488
2 C -0.281
3 C -0.566
4 C 0.106

Run C
Density functional theory data (the ωB97M-V functional and the def2-TZVPD basis) for an isolated molecule of C6H5N.

```
12
Properties=species:S:1:pos:R:3
C 1.73169 2.52865 -0.42811
C 0.95491 1.63067 -0.66330
C -0.03637 0.63958 -0.77113
N 0.23779 -0.66382 -0.91810
C -0.48013 -1.62844 -0.31538
C -1.09535 -1.32928 0.91558
C -1.48616 -1.02645 2.02135
H 2.40868 3.31039 -0.17221
H -1.05780 0.87000 -0.50283
H 1.06051 -0.93410 -1.45570
H -0.47400 -2.62383 -0.73071
H -1.76378 -0.77336 3.02052
```

spin multiplicity: 1
total charge: 0
Kohn-Sham gap: 6.75 eV

Mulliken population analysis, charges in e, atoms 1 to 4:
1 C 0.230
2 C -0.318
3 C -0.735
4 N -0.114

Which one is most stable, and which one is least stable? run A is the most stable of them, while run B is the least stable.

Run A
Density functional theory data (the ωB97M-V functional and the def2-TZVPD basis) for an isolated molecule of C6H5N.

```
12
Properties=species:S:1:pos:R:3
C -2.75441 0.67420 -0.39734
C -1.70115 0.09091 -0.48645
C -0.50140 -0.72992 -0.61488
N -0.05370 -1.51360 0.54283
C 0.81936 -0.46627 0.06693
C 1.44203 0.73081 0.57641
C 2.34662 1.52799 0.61894
H -3.66871 1.22582 -0.30044
H -0.44754 -1.25929 -1.56627
H -0.59275 -1.32933 1.38185
H 1.77788 -0.85869 -0.30620
H 3.33377 1.90737 0.48462
```

spin multiplicity: 1
SMILES: C#C[C@@H]1N[C@@H]1C#C
total charge: 0
Kohn-Sham gap: 10.15 eV

Mulliken population analysis, charges in e, atoms 1 to 4:
1 C 0.390
2 C -0.783
3 C -0.161
4 N -0.560

Run B
Density functional theory data (the ωB97M-V functional and the def2-TZVPD basis) for an isolated molecule of C6H5N.

```
12
Properties=species:S:1:pos:R:3
C 1.29541 -0.90580 -0.37710
C 0.43010 -1.88175 -0.08710
C 1.33184 0.46382 -0.10656
C 0.16083 1.21074 0.10799
C -2.31214 0.53591 0.53951
C -1.63617 -0.61947 0.70370
N -0.95769 0.64215 0.38485
H 2.20496 -1.29143 -0.84868
H 0.15206 -2.71201 -0.70705
H 2.24384 1.01042 -0.28202
H 0.17896 2.29428 0.01772
H -3.09200 1.25312 0.65473
```

spin multiplicity: 1
total charge: 0
Kohn-Sham gap (spin up / spin down): 6.70 / 7.61 eV

Mulliken population analysis, charges in e, atoms 1 to 4:
1 C 0.065
2 C -0.630
3 C -0.576
4 C 0.024

Run C
Density functional theory data (the ωB97M-V functional and the def2-TZVPD basis) for an isolated molecule of C6H5N.

```
12
Properties=species:S:1:pos:R:3
C 1.33117 -0.36662 1.17248
C 2.58352 -0.17928 1.05646
C -0.88986 -1.18266 -1.32273
C -0.29365 1.05439 -0.57791
C -0.02050 -0.76423 1.25397
C 0.09186 0.53652 0.88796
N -0.69243 -0.01144 -1.42488
H -1.10783 -2.02165 -2.00505
H -1.11246 1.82785 -0.61763
H 0.61164 1.51017 -1.14443
H -0.53090 -1.68992 1.03389
H 0.02944 1.28688 1.68785
```

spin multiplicity: 1
total charge: 0
Kohn-Sham gap (spin up / spin down): 5.97 / 5.97 eV

Mulliken population analysis, charges in e, atoms 1 to 4:
1 C 0.353
2 C -0.375
3 C -0.089
4 C -0.436

Which one is most stable, and which one is least stable? run A is the most stable of them, while run C is the least stable.

Run A
Density functional theory data (the ωB97M-V functional and the def2-TZVPD basis) for an isolated molecule of C2H3NOS2.

```
9
Properties=species:S:1:pos:R:3
O 1.52277 0.21851 -0.97548
N 1.17054 -0.79615 0.04226
C -0.09279 -0.79009 0.52887
C -1.19904 0.06953 0.01360
S -2.38343 -0.94858 -0.57451
S -1.30049 1.70082 -0.16722
H 2.61083 0.11002 -0.95977
H -0.10478 -1.68576 1.34792
H -0.22361 2.12170 0.74433
```

spin multiplicity: 1
SMILES: O/N=C\C(=S)S
total charge: 0
Kohn-Sham gap: 7.92 eV

Mulliken population analysis, charges in e, atoms 1 to 4:
1 O -0.383
2 N -0.252
3 C -0.241
4 C 0.398

Run B
Density functional theory data (the ωB97M-V functional and the def2-TZVPD basis) for an isolated molecule of C2H3NOS2.

```
9
Properties=species:S:1:pos:R:3
O -1.08589 0.75101 -1.37221
N -1.29020 0.95237 -0.05282
C -0.46557 0.46666 0.78427
C 0.80657 -0.34208 0.52958
S 1.73733 -0.83956 1.80900
S 0.98145 -0.98637 -0.99914
H -1.93462 1.00384 -1.79531
H -0.83871 0.64379 1.86192
H 2.08964 -1.64967 -0.76528
```

spin multiplicity: 1
SMILES: O/N=C\C(=S)S
total charge: 0
Kohn-Sham gap: 7.95 eV

Mulliken population analysis, charges in e, atoms 1 to 4:
1 O -0.320
2 N -0.344
3 C -0.133
4 C 0.367

Run C
Density functional theory data (the ωB97M-V functional and the def2-TZVPD basis) for an isolated molecule of C2H3NOS2.

```
9
Properties=species:S:1:pos:R:3
O 0.78426 0.82427 -2.25966
C 1.30696 0.59262 -1.17511
N 0.50289 0.20446 -0.07178
S 1.19235 -0.22412 1.44445
C -0.85264 0.11551 -0.41925
S -2.07361 -0.58583 0.33544
H 2.47172 0.59628 -0.98948
H 0.06250 -0.51244 2.05523
H -0.95436 0.60115 -1.39807
```

spin multiplicity: 1
SMILES: O=CN(S)C=S
total charge: 0
Kohn-Sham gap: 8.74 eV

Mulliken population analysis, charges in e, atoms 1 to 4:
1 O -0.511
2 C 0.232
3 N 0.021
4 S -0.056

Which one is most stable, and which one is least stable? run C is the most stable of them, while run A is the least stable.

Run A
Density functional theory data (the ωB97M-V functional and the def2-TZVPD basis) for an isolated molecule of C2H3NOS2.

```
9
Properties=species:S:1:pos:R:3
N 1.50768 0.38858 -0.00170
C 0.65106 -0.74418 -0.11453
O 0.80682 -2.00435 -0.24087
C -0.60420 0.03948 0.03492
S -0.78738 1.68220 -0.14374
S -2.10959 -0.99747 0.05842
H 1.02548 1.33589 0.46268
H 2.57218 0.21956 0.57094
H -3.06204 0.08028 -0.62612
```

spin multiplicity: 1
SMILES: NC(=O)C(=S)S
total charge: 0
Kohn-Sham gap: 7.29 eV

Mulliken population analysis, charges in e, atoms 1 to 4:
1 N -0.458
2 C 0.486
3 O -0.549
4 C 0.258

Run B
Density functional theory data (the ωB97M-V functional and the def2-TZVPD basis) for an isolated molecule of C2H3NOS2.

```
9
Properties=species:S:1:pos:R:3
O -1.07431 1.65575 -0.17355
C -1.09965 0.40983 -0.03229
S -2.58936 -0.64541 -0.02614
C 0.16923 -0.38556 0.20363
N 1.29283 0.30058 0.52046
S 2.92121 -0.31671 -0.15802
H -3.54499 0.14138 0.09310
H 0.22444 -1.34992 -0.46636
H 3.13810 1.10673 0.03694
```

spin multiplicity: 1
SMILES: O=C(S)/C=N/S
total charge: 0
Kohn-Sham gap: 8.62 eV

Mulliken population analysis, charges in e, atoms 1 to 4:
1 O -0.478
2 C 0.575
3 S -0.208
4 C -0.030

Which one is most stable, and which one is least stable? run B is the most stable of them, while run A is the least stable.